Here is 6 unconnected molecules or ions with the total composition C50H114N6O from the Open Molecules 2025 dataset. Energies are from ωB97M-V/def2-TZVPD.

```
171
Properties=species:S:1:pos:R:3:lowdin_charge:R:1
C 1.9448 -10.7372 -3.2808 -0.086
C 1.9888 -9.2732 -3.6860 -0.256
C 2.5474 -8.3510 -2.6006 -0.194
C 2.7046 -6.9472 -3.1179 -0.106
N 3.1097 -5.9217 -2.0386 -0.279
C 2.1297 -5.8247 -0.8926 -0.077
C 2.2992 -4.4182 -0.3157 -0.128
C 2.9058 -3.5618 -1.4518 -0.151
C 3.1184 -4.5424 -2.6083 -0.117
C 4.4793 -6.2859 -1.5707 0.035
H 1.2223 -11.2713 -3.8905 0.087
H 1.6432 -10.8862 -2.2384 0.081
H 2.9356 -11.1925 -3.2950 0.087
H 0.9874 -8.9168 -3.9609 0.114
H 2.5126 -9.1584 -4.6404 0.122
H 3.5032 -8.7879 -2.2954 0.127
H 1.9224 -8.3818 -1.7041 0.121
H 1.8040 -6.5261 -3.5688 0.137
H 3.5130 -6.8356 -3.8412 0.145
H 2.3138 -6.5889 -0.1460 0.144
H 1.1834 -5.9444 -1.4197 0.142
H 2.9229 -4.4051 0.5746 0.120
H 1.3354 -4.0044 -0.0184 0.108
H 3.8678 -3.1698 -1.1140 0.107
H 2.3117 -2.7170 -1.7861 0.076
H 3.9275 -4.3632 -3.3120 0.144
H 2.2169 -4.4644 -3.2252 0.134
H 4.8906 -5.5074 -0.9281 0.115
H 5.1367 -6.4257 -2.4247 0.124
H 4.4517 -7.2001 -0.9848 0.116
C -4.9659 -5.6345 2.1647 -0.090
C -4.0866 -4.4344 2.5376 -0.246
C -4.0736 -4.2566 4.0643 -0.206
C -5.4674 -4.0286 4.6226 -0.110
N -5.4967 -3.8377 6.1437 -0.267
C -5.0363 -5.0789 6.8547 -0.093
C -6.1962 -5.4764 7.7939 -0.111
C -7.0055 -4.1853 7.9477 -0.142
C -6.9310 -3.5658 6.5684 -0.096
C -4.6751 -2.6409 6.5533 0.029
H -4.8393 -6.4770 2.8453 0.089
H -4.6870 -5.9523 1.1601 0.069
H -6.0344 -5.4207 2.1352 0.083
H -4.5279 -3.4933 2.1881 0.098
H -3.1052 -4.5383 2.0791 0.101
H -3.3879 -3.4585 4.3902 0.105
H -3.5329 -5.0418 4.6057 0.119
H -6.0967 -4.9059 4.4914 0.136
H -5.9270 -3.1124 4.2521 0.142
H -4.1527 -4.8961 7.4628 0.136
H -4.7898 -5.9153 6.2071 0.131
H -5.8161 -5.7793 8.7649 0.131
H -6.8060 -6.2431 7.3221 0.128
H -6.6416 -3.5235 8.7379 0.124
H -8.0103 -4.4151 8.3014 0.137
H -7.1205 -2.5016 6.4519 0.139
H -7.6227 -4.0952 5.9124 0.144
H -4.8724 -1.8914 5.7912 0.106
H -3.6339 -2.9357 6.6118 0.103
H -5.0377 -2.3300 7.5284 0.114
C -5.6796 8.4422 3.3679 -0.082
C -4.7778 7.5203 4.1937 -0.243
C -4.0210 6.4869 3.3570 -0.202
C -3.3001 5.5136 4.2793 -0.098
N -2.3667 4.5088 3.5785 -0.277
C -2.9640 3.9244 2.3286 -0.093
C -2.2505 2.5983 2.1054 -0.149
C -1.7653 2.1678 3.5103 -0.132
C -2.1294 3.3126 4.4533 -0.101
C -1.0628 5.1963 3.3056 0.040
H -5.2083 8.6684 2.4125 0.076
H -5.8319 9.3703 3.9193 0.087
H -6.6940 8.0608 3.2623 0.083
H -5.3753 7.0344 4.9688 0.121
H -4.0166 8.1303 4.6853 0.120
H -3.2896 7.0467 2.7585 0.117
H -4.6202 5.9268 2.6376 0.114
H -4.0632 4.8224 4.6447 0.135
H -2.7753 5.9777 5.1102 0.151
H -2.9016 4.6406 1.5151 0.138
H -4.0047 3.7716 2.6154 0.147
H -1.3579 2.6555 1.4766 0.089
H -2.8678 1.8357 1.6339 0.110
H -0.6872 2.0129 3.5665 0.114
H -2.1901 1.2063 3.7911 0.117
H -1.4073 3.5333 5.2397 0.148
H -3.0086 3.1088 5.0674 0.140
H -0.6817 5.5794 4.2473 0.121
H -1.3065 6.0182 2.6358 0.106
H -0.3433 4.5278 2.8397 0.107
C 3.8365 -0.8694 -3.6557 -0.099
C 4.4382 0.5330 -3.7737 -0.252
C 4.9048 1.1787 -2.4768 -0.188
C 6.0913 0.3651 -1.8947 -0.106
N 6.9100 1.1273 -0.8921 -0.272
C 7.3905 2.5056 -1.3288 -0.091
C 8.6422 2.7602 -0.5045 -0.136
C 9.3007 1.3839 -0.3213 -0.114
C 8.1677 0.3633 -0.4616 -0.066
C 6.0774 1.3631 0.3336 0.011
H 3.4237 -1.2079 -4.6072 0.091
H 3.0879 -0.8595 -2.8621 0.039
H 4.6003 -1.6308 -3.4752 0.076
H 3.7420 1.1970 -4.2987 0.108
H 5.2336 0.5120 -4.5270 0.125
H 4.0854 1.1890 -1.7432 0.104
H 5.1160 2.2429 -2.5853 0.110
H 6.7387 0.2066 -2.7553 0.145
H 5.6713 -0.4736 -1.3505 0.131
H 6.6734 3.2958 -1.1412 0.131
H 7.6684 2.3301 -2.3692 0.150
H 8.4344 3.1913 0.4761 0.121
H 9.3510 3.4514 -0.9562 0.136
H 9.7284 1.2850 0.6747 0.129
H 10.1061 1.2229 -1.0324 0.131
H 7.9705 -0.2562 0.4067 0.139
H 8.3727 -0.2609 -1.3317 0.132
H 5.2795 2.0775 0.1602 0.102
H 6.6958 1.7364 1.1473 0.120
H 5.7114 0.3874 0.6531 0.111
C -3.4202 -3.8992 -1.4597 -0.083
C -3.3451 -2.4643 -0.9102 -0.231
C -2.0685 -1.8238 -1.5058 -0.194
C -1.7897 -0.4240 -0.9552 -0.102
N -0.9995 0.3974 -1.9873 -0.252
C -0.8310 1.8644 -1.5264 -0.084
C -0.7131 2.7018 -2.8080 -0.150
C -1.2783 1.8351 -3.9401 -0.127
C -1.8566 0.6310 -3.2401 -0.087
C 0.2985 -0.2665 -2.3544 0.018
H -2.4485 -4.3881 -1.4511 0.071
H -3.5789 -3.6773 -2.5267 0.085
H -4.2969 -4.4881 -1.2123 0.083
H -3.2681 -2.4824 0.1812 0.093
H -4.2192 -1.9050 -1.2408 0.121
H -2.2042 -1.7408 -2.5842 0.107
H -1.1966 -2.4553 -1.3253 0.111
H -1.1969 -0.3954 -0.0402 0.136
H -2.7051 0.1482 -0.8055 0.127
H -0.0181 1.9748 -0.8079 0.131
H -1.7331 2.1171 -0.9719 0.116
H 0.2675 3.0819 -3.0986 0.107
H -1.2902 3.6208 -2.6828 0.112
H -0.4771 1.5329 -4.6116 0.123
H -2.0292 2.3811 -4.5047 0.137
H -1.7772 -0.2526 -3.8668 0.134
H -2.8740 0.7609 -2.8779 0.152
H 0.8820 0.4505 -2.9305 0.102
H 0.1101 -1.1218 -2.9972 0.113
H 0.8272 -0.5407 -1.4449 0.106
C 2.3573 6.5373 -3.6237 0.011
N 1.8011 7.7297 -4.3178 -0.359
C 1.5543 8.8981 -3.4125 0.035
C 2.8280 8.1989 -5.3156 0.003
C 0.6196 7.3977 -5.2000 -0.096
C -0.4779 6.4933 -4.6501 -0.209
O -1.1632 7.2057 -3.6225 -0.042
H 2.5504 5.8220 -4.4216 0.112
H 1.6483 6.1840 -2.8827 0.099
H 3.3125 6.8298 -3.1944 0.116
H 2.4531 9.1185 -2.8472 0.118
H 0.6721 8.6956 -2.8105 0.103
H 1.2779 9.7417 -4.0428 0.126
H 3.2696 7.3805 -5.8841 0.117
H 3.6529 8.7025 -4.8134 0.122
H 2.3797 8.8710 -6.0423 0.125
H 1.0124 6.8607 -6.0657 0.144
H 0.2020 8.3469 -5.5272 0.155
H -0.1301 5.5309 -4.2679 0.097
H -1.1555 6.3125 -5.4867 0.139
H -1.1894 6.7000 -2.8069 0.083
```

LUMO level = -0.4245 Eh
Calculated total energy = -64627.91965 eV
HOMO = -0.7412 Ha
Total charge = +6